No. 1
DFT (ωB97M-V/def2-TZVPD) results for C7H8Br9F3O2 as an isolated structure at a distorted geometry.

```
29
Properties=species:S:1:pos:R:3:nbo_charge:R:1
C 4.421 1.030 -0.994 -0.462
Br 4.751 2.790 -1.858 0.082
Br 4.242 -0.411 -2.357 0.070
Br 2.902 1.024 0.204 0.095
H 5.318 0.734 -0.451 0.224
C 0.554 -4.111 -1.261 -0.446
Br 1.838 -2.780 -0.500 0.060
Br 0.976 -5.957 -0.691 0.075
Br 0.468 -3.910 -3.217 0.087
H -0.420 -3.928 -0.808 0.238
C -1.073 5.095 -1.309 -0.438
Br 0.333 3.674 -1.527 0.063
Br -1.420 5.434 0.604 0.072
Br -2.779 4.433 -2.078 0.079
H -0.750 6.048 -1.729 0.226
C -0.443 0.499 -0.197 -0.657
C -0.012 -0.230 1.170 -0.113
O -1.175 -0.429 1.966 -0.463
C -1.931 -1.485 1.792 0.699
O -1.772 -2.344 0.911 -0.583
C -3.170 -1.575 2.737 0.908
F -2.955 -2.525 3.650 -0.299
F -3.442 -0.374 3.295 -0.303
F -4.223 -1.967 1.976 -0.307
H -1.002 -0.067 -0.942 0.230
H 0.427 0.775 -0.792 0.223
H -0.920 1.474 -0.091 0.219
H 0.795 0.191 1.769 0.200
H 0.461 -1.107 0.729 0.223
```

The LUMO energy comes out at -0.63 eV. Its energy above the lowest of the compared OMol25 structures with the same formula, charge and spin is 28.79 kcal/mol. The spin multiplicity is 1. The calculation puts the HOMO energy at -10.3346 eV.



No. 2
DFT (ωB97M-V/def2-TZVPD) results for C36H54P3PdSi as an isolated structure.

```
95
Properties=species:S:1:pos:R:3:mulliken_spin:R:1
Pd 0.074 -0.160 -0.730 0.912
C -4.835 -0.578 0.382 -0.001
C -3.563 0.037 -0.193 -0.025
C -3.830 0.853 -1.463 0.012
P -2.121 -1.069 -0.455 -0.051
C -2.421 -2.329 -1.790 0.026
C -1.904 -1.831 -3.136 0.087
C -3.851 -2.857 -1.981 0.010
C -1.928 -2.042 1.104 -0.018
C -2.669 -3.197 1.357 0.009
C -2.456 -3.940 2.509 0.011
C -1.508 -3.533 3.436 -0.004
C -0.781 -2.372 3.209 -0.038
C -0.978 -1.613 2.052 0.183
Si -0.004 -0.078 1.644 0.100
C 1.760 -0.040 2.260 0.168
C 2.109 0.429 3.529 -0.014
C 3.439 0.604 3.893 0.000
C 4.439 0.317 2.978 0.004
C 4.115 -0.161 1.714 -0.010
C 2.786 -0.345 1.343 -0.140
P 2.287 -0.970 -0.315 0.036
C 3.739 -0.764 -1.435 -0.013
C 4.883 -1.776 -1.317 0.009
C 3.277 -0.688 -2.895 0.054
C 1.941 -2.770 -0.030 0.024
C 2.943 -3.525 0.842 0.021
C 1.658 -3.492 -1.350 0.068
C -0.987 1.453 2.068 0.160
C -1.723 1.609 3.245 -0.045
C -2.559 2.704 3.426 0.002
C -2.671 3.657 2.424 0.001
C -1.943 3.524 1.248 -0.007
C -1.102 2.429 1.065 -0.056
P -0.115 2.160 -0.451 0.172
C -0.938 3.114 -1.795 -0.001
C -0.679 2.466 -3.160 0.092
C -0.636 4.613 -1.854 0.021
C 1.556 2.840 -0.070 -0.033
C 2.463 2.822 -1.301 0.074
C 1.596 4.192 0.644 0.016
H -5.539 0.225 0.611 0.001
H -4.648 -1.122 1.309 -0.002
H -5.325 -1.247 -0.321 0.001
H -3.156 0.720 0.565 0.016
H -4.295 0.242 -2.237 0.003
H -2.913 1.276 -1.877 -0.009
H -4.514 1.674 -1.241 0.000
H -1.782 -3.155 -1.456 0.014
H -2.560 -1.059 -3.543 0.017
H -1.886 -2.662 -3.843 0.007
H -0.897 -1.410 -3.082 0.034
H -4.518 -2.068 -2.325 0.000
H -4.289 -3.303 -1.092 -0.001
H -3.840 -3.626 -2.756 0.003
H -3.411 -3.539 0.649 0.004
H -3.028 -4.843 2.678 0.001
H -1.335 -4.118 4.330 0.000
H -0.035 -2.064 3.934 0.006
H 1.330 0.693 4.237 0.006
H 3.690 0.982 4.875 -0.001
H 5.478 0.467 3.244 0.000
H 4.914 -0.366 1.017 0.000
H 4.114 0.225 -1.150 0.014
H 4.584 -2.751 -1.702 0.001
H 5.248 -1.919 -0.303 -0.001
H 5.723 -1.435 -1.926 0.001
H 3.017 -1.679 -3.271 0.014
H 4.084 -0.300 -3.519 0.002
H 2.404 -0.047 -3.023 0.015
H 0.997 -2.724 0.524 -0.003
H 3.907 -3.637 0.352 0.000
H 2.558 -4.529 1.037 0.001
H 3.100 -3.038 1.805 -0.001
H 2.578 -3.693 -1.902 0.005
H 0.991 -2.921 -2.003 -0.005
H 1.185 -4.454 -1.147 0.007
H -1.671 0.850 4.018 0.005
H -3.133 2.805 4.338 0.000
H -3.333 4.504 2.552 0.000
H -2.056 4.273 0.476 0.001
H -1.999 2.980 -1.557 0.021
H 0.350 2.635 -3.482 0.008
H -1.338 2.909 -3.910 0.005
H -0.852 1.388 -3.142 0.020
H 0.382 4.794 -2.197 0.001
H -0.763 5.127 -0.903 -0.004
H -1.308 5.082 -2.576 0.002
H 1.929 2.087 0.632 0.003
H 2.204 3.617 -2.001 0.006
H 2.416 1.872 -1.835 -0.030
H 3.499 2.986 -0.995 0.004
H 1.357 5.014 -0.028 -0.001
H 2.607 4.363 1.019 0.001
H 0.917 4.233 1.497 -0.003
```

As for the expectation value of S²: 2.01. The LUMO energy (alpha / beta) comes out at -1.86 / -3.97 eV. Its energy above the lowest of the compared OMol25 structures with the same formula, charge and spin is 0.00 kcal/mol. As for the net charge: +1. The spin multiplicity is 3. The calculation puts the HOMO energy (alpha / beta) at -8.2464 / -10.9491 eV.



No. 3
DFT (ωB97M-V/def2-TZVPD) results for C23H37F15NNbO13P as an isolated structure at a distorted geometry.

```
91
Properties=species:S:1:pos:R:3:lowdin_charge:R:1
N -0.001 -2.110 1.795 -0.424
P 0.547 -2.481 0.315 0.448
Nb 0.552 -0.304 -1.131 1.185
O 1.944 -1.187 -2.318 -0.493
C 2.057 0.700 0.227 -0.375
C 3.467 0.196 0.038 -0.306
O 3.992 0.541 -1.258 -0.041
C 4.791 -0.361 -1.817 -0.384
O 5.420 -0.149 -2.834 0.040
H -0.203 -1.117 1.750 -0.135
H -0.234 -3.460 -0.272 -0.129
H 1.856 -3.049 0.361 -0.084
H -0.787 -0.996 -2.180 -0.167
H -0.770 0.401 -0.092 -0.150
H 0.528 1.207 -2.163 -0.143
H 1.572 -2.028 -2.611 -0.031
H 1.773 0.468 1.256 0.029
H 2.005 1.784 0.150 0.019
H 4.115 0.674 0.771 0.097
H 3.520 -0.870 0.244 0.089
H 4.861 -1.330 -1.307 0.139
C -1.316 -10.025 -0.383 -0.061
C -2.341 -9.140 -1.058 -0.202
O -2.016 -7.750 -0.893 0.034
C -1.121 -7.259 -1.739 -0.397
O -0.570 -7.857 -2.612 0.170
C -0.917 -5.760 -1.461 -0.570
F -0.811 -5.527 -0.150 0.132
F -1.958 -5.062 -1.925 0.167
F 0.179 -5.319 -2.063 0.168
H -1.210 -9.752 0.667 0.084
H -1.617 -11.070 -0.447 0.080
H -0.338 -9.918 -0.851 0.078
H -3.317 -9.269 -0.596 0.124
H -2.443 -9.378 -2.116 0.124
C -3.173 -2.943 1.450 -0.062
C -4.455 -2.739 0.675 -0.187
O -5.402 -1.948 1.432 0.029
C -5.243 -0.637 1.391 -0.415
O -4.414 -0.026 0.793 0.178
C -6.351 0.033 2.221 -0.549
F -6.538 -0.583 3.393 0.159
F -7.517 0.004 1.556 0.156
F -6.058 1.305 2.473 0.164
H -3.385 -3.373 2.431 0.086
H -2.498 -3.606 0.914 0.055
H -2.660 -1.999 1.617 0.058
H -4.952 -3.692 0.496 0.118
H -4.267 -2.281 -0.296 0.126
C 2.837 3.140 -5.238 -0.050
C 1.915 3.377 -6.413 -0.195
O 0.552 3.571 -5.984 0.041
C 0.239 4.783 -5.573 -0.409
O 0.964 5.733 -5.520 0.160
C -1.252 4.834 -5.200 -0.556
F -1.617 3.778 -4.484 0.183
F -2.000 4.860 -6.316 0.157
F -1.526 5.930 -4.499 0.167
H 2.484 2.308 -4.631 0.086
H 3.846 2.920 -5.583 0.084
H 2.878 4.017 -4.591 0.076
H 1.897 2.504 -7.061 0.123
H 2.239 4.227 -7.014 0.120
C 2.312 7.098 0.006 -0.059
C 3.791 6.883 -0.231 -0.201
O 4.379 6.095 0.821 0.027
C 4.220 4.781 0.704 -0.397
O 3.646 4.219 -0.174 0.185
C 4.936 4.076 1.868 -0.550
F 4.693 4.690 3.032 0.163
F 6.261 4.089 1.667 0.166
F 4.545 2.818 1.978 0.179
H 2.144 7.540 0.989 0.081
H 1.899 7.760 -0.755 0.082
H 1.770 6.154 -0.028 0.081
H 4.321 7.833 -0.216 0.122
H 3.977 6.416 -1.197 0.125
C -2.903 2.298 4.819 -0.059
C -1.422 2.062 4.614 -0.192
O -0.874 1.239 5.663 0.028
C -1.057 -0.068 5.504 -0.405
O -1.629 -0.592 4.604 0.178
C -0.371 -0.831 6.649 -0.550
F -0.620 -0.258 7.837 0.153
F 0.954 -0.845 6.474 0.170
F -0.796 -2.086 6.707 0.175
H -3.088 2.721 5.808 0.079
H -3.284 2.984 4.064 0.083
H -3.461 1.365 4.750 0.073
H -0.876 3.002 4.664 0.123
H -1.220 1.614 3.642 0.128
```

The LUMO energy comes out at 1.96 eV. As for the net charge: -1. The spin multiplicity is 1. The calculation puts the HOMO energy at -4.7178 eV.



No. 4
DFT (ωB97M-V/def2-TZVPD) results for a 2-piece molecular cluster, C3H8F2N2 overall at a distorted geometry.

```
15
Properties=species:S:1:pos:R:3:nbo_charge:R:1
C -0.657 1.254 -0.920 -0.687
C -0.557 -0.879 0.377 0.069
C -1.459 0.062 -0.447 0.565
N 2.875 -0.408 -0.393 -1.100
N -0.938 -0.871 1.692 -0.760
F -2.014 -0.681 -1.428 -0.327
F -2.523 0.516 0.334 -0.386
H 0.287 0.709 -1.288 0.260
H -0.697 1.991 -0.211 0.233
H -1.128 1.559 -1.880 0.237
H 3.372 0.444 0.111 0.364
H 2.006 -0.603 0.005 0.369
H 3.419 -1.257 -0.423 0.364
H -1.679 -0.358 2.138 0.396
H -0.307 -1.478 2.332 0.405
```

The LUMO energy comes out at 0.84 eV. Its energy above the lowest of the compared OMol25 structures with the same formula, charge and spin is 58.33 kcal/mol. The spin multiplicity is 1. The calculation puts the HOMO energy at -9.2114 eV.



No. 5
DFT (ωB97M-V/def2-TZVPD) results for C9H26BaF3O7 as an isolated structure at a distorted geometry.

```
46
Properties=species:S:1:pos:R:3:lowdin_charge:R:1
Ba 0.847 0.856 -0.527 2.040
C -0.358 -2.733 0.275 -0.529
O -1.523 -2.639 1.082 -0.097
O 0.434 -1.700 0.551 -0.327
C 0.269 -4.136 0.391 -0.548
F -0.513 -5.027 -0.268 0.114
F 1.495 -4.207 -0.149 0.141
F 0.357 -4.569 1.666 0.144
C -2.631 -3.487 0.833 -0.276
C -3.760 -2.980 1.707 -0.071
H -3.896 -1.905 1.590 0.071
H -4.722 -3.428 1.443 0.076
H -3.586 -3.234 2.752 0.078
H -2.418 -4.543 0.996 0.115
H -2.912 -3.394 -0.228 0.117
H -0.743 -2.708 -0.767 0.127
C -0.638 2.642 -3.884 -0.085
O 0.211 2.603 -2.706 -0.283
H -0.779 3.669 -4.212 0.093
H -0.196 2.052 -4.687 0.091
H -1.561 2.163 -3.574 0.080
H 1.094 2.858 -3.005 0.082
C 0.546 4.665 0.004 -0.106
O 1.297 3.498 0.394 -0.276
H 1.163 5.318 -0.617 0.091
H -0.315 4.342 -0.573 0.075
H 0.226 5.247 0.867 0.095
H 1.973 3.826 0.999 0.088
C 4.315 0.770 1.389 -0.123
O 3.031 0.220 1.097 -0.282
H 4.386 1.141 2.412 0.090
H 5.119 0.048 1.208 0.093
H 4.549 1.552 0.663 0.083
H 2.907 -0.505 1.729 0.097
C -1.505 -0.913 -2.878 -0.115
O -0.113 -0.626 -2.689 -0.284
H -1.979 -0.845 -1.898 0.088
H -1.971 -0.226 -3.585 0.079
H -1.637 -1.945 -3.207 0.098
H 0.359 -0.734 -3.521 0.094
C 0.777 1.690 3.345 -0.119
O 0.075 1.315 2.160 -0.267
H 1.225 2.673 3.221 0.078
H 0.072 1.752 4.175 0.095
H 1.563 0.981 3.611 0.084
H -0.533 0.605 2.412 0.093
```

The LUMO energy comes out at -3.39 eV. As for the net charge: +1. The spin multiplicity is 1. The calculation puts the HOMO energy at -10.5873 eV.